1.
Here is a 2-piece molecular cluster, C2H2O2S2 overall from OMol25. Energies are from ωB97M-V with the def2-TZVPD basis set.

```
8
C2H2O2S2 (ωB97M-V with the def2-TZVPD basis set)
C -0.7633 -0.9657 1.1165
C 2.3424 -0.2452 -0.2748
O -1.8803 1.0001 -0.7637
O 1.6617 -1.0314 -0.7894
S 3.2127 0.8685 0.3638
S -1.4061 0.4394 0.8998
H -0.4699 -1.5927 0.3808
H -2.6973 1.5270 -0.9331
```

For the total energy, the calculation gives -1024.1648 Eh. Its spin multiplicity is 1. Its energy relative to the best compared isomer or geometry (same formula, charge and spin) is 256.8 kJ/mol. The HOMO energy is -9.92 eV. The LUMO energy comes out at -0.16 eV.

Atom charges from the Mulliken analysis, given in e for atoms 1 to 2: -0.346, 0.657

2.
Here is one molecule with the formula C3H6BNO2 from OMol25. Energies are from ωB97M-V with the def2-TZVPD basis set.

```
13
C3H6BNO2 (ωB97M-V with the def2-TZVPD basis set)
C 0.9193 -1.9952 1.0803
O -0.0935 -1.5466 0.1226
B -0.2669 -0.2286 -0.1159
C 0.5767 1.0800 0.9980
N 1.1295 1.8292 1.6731
O -1.0495 0.1489 -1.1359
C -1.1879 1.5542 -1.5181
H 1.8706 -1.6767 0.8394
H 0.7981 -3.0676 0.8357
H 0.8210 -1.7996 2.1182
H -1.2427 2.1580 -0.6425
H -2.0985 1.6616 -2.1284
H -0.1761 1.8824 -2.1264
```

For the total energy, the calculation gives -348.0225 Eh. Its spin multiplicity is 1. Its energy relative to the best compared isomer or geometry (same formula, charge and spin) is 167.5 kJ/mol. The HOMO energy is -11.48 eV. The LUMO energy comes out at 0.62 eV.

Atom charges from the Mulliken analysis, given in e for atoms 1 to 2: -0.775, -0.382

3.
Here is C30H28LaN6O2 as an isolated structure from OMol25. Energies are from ωB97M-V with the def2-TZVPD basis set.

```
67
C30H28LaN6O2 (ωB97M-V with the def2-TZVPD basis set)
La -0.7069 0.5071 1.5804
C -3.1885 2.0261 -0.5645
N -2.5459 2.4666 0.6975
C -3.5365 2.7388 1.7729
C -3.6953 1.5351 2.6461
N -2.7051 0.6906 2.8707
C -3.1898 -0.2427 3.8088
C -2.5590 -1.3304 4.4106
C -3.3018 -2.0717 5.3052
C -4.6361 -1.7390 5.5987
C -5.2644 -0.6588 5.0153
C -4.5040 0.0800 4.1146
N -4.7836 1.2168 3.3497
C -2.3602 1.0070 -1.2839
N -1.4792 0.2293 -0.6768
C -1.0626 -0.7114 -1.6441
C -0.2226 -1.8167 -1.5244
C -0.0250 -2.5877 -2.6524
C -0.6523 -2.2721 -3.8697
C -1.5047 -1.1913 -3.9924
C -1.6948 -0.4258 -2.8467
N -2.5075 0.6807 -2.5705
H -3.4180 2.8687 -1.2149
H -4.1371 1.5477 -0.3218
H -2.0600 3.3350 0.5138
H -4.4967 3.0551 1.3692
H -3.1670 3.5602 2.3840
H -1.5234 -1.5789 4.2171
H -2.8522 -2.9196 5.8050
H -5.1828 -2.3456 6.3107
H -6.2905 -0.4044 5.2546
H -5.6552 1.7263 3.3578
H 0.2521 -2.0834 -0.5878
H 0.6196 -3.4568 -2.6012
H -0.4787 -2.9069 -4.7307
H -2.0071 -0.9710 -4.9288
H -3.1438 1.1186 -3.2210
C 2.5606 1.5657 -4.3819
O 3.0718 0.2488 -4.5234
C 3.2559 -0.6601 -3.5345
C 3.8890 -1.8215 -3.9964
C 4.1766 -2.8688 -3.1611
C 3.8286 -2.8010 -1.8044
C 3.2189 -1.6737 -1.3291
C 2.9333 -0.5839 -2.1696
N 2.1930 0.5381 -1.6531
C 2.0575 1.0346 -0.4643
C 2.8968 0.8812 0.6913
C 4.2910 0.6735 0.5472
C 5.1219 0.7510 1.6284
C 4.5812 1.0127 2.8926
C 3.2259 1.2138 3.0597
C 2.3744 1.1596 1.9735
O 1.0301 1.3473 2.1544
H 2.6901 2.0406 -5.3460
H 3.1193 2.1431 -3.6416
H 1.4816 1.5556 -4.1692
H 4.1535 -1.8461 -5.0467
H 4.6744 -3.7480 -3.5526
H 4.0387 -3.6280 -1.1388
H 2.9354 -1.6297 -0.2869
H 1.6383 1.0037 -2.3522
H 1.2863 1.7922 -0.4025
H 4.7073 0.4961 -0.4360
H 6.1909 0.6262 1.5043
H 5.2367 1.0683 3.7532
H 2.8073 1.4330 4.0345
```

Its total charge is +3. For the total energy, the calculation gives -1669.8171 Eh. Its spin multiplicity is 1. The HOMO energy (alpha / beta) is -15.95 / -15.95 eV. The LUMO energy (alpha / beta) comes out at -9.17 / -9.18 eV.

Atom charges from the Mulliken analysis, given in e for atoms 1 to 2: 1.326, -0.607

4.
Here is a 3-piece molecular cluster, C30H47BrF3N2O10PS2 overall from OMol25. Energies are from ωB97M-V with the def2-TZVPD basis set.

```
96
C30H47BrF3N2O10PS2 (ωB97M-V with the def2-TZVPD basis set)
C -1.5399 2.7313 -6.4743
C -2.3436 1.5949 -5.7038
C -2.4005 1.9066 -4.1532
O -3.1657 2.7547 -3.7837
O -1.6009 1.1876 -3.2417
C -2.1627 -0.1392 -3.1983
C -1.4431 -1.1244 -2.2113
C 0.1288 -0.8675 -2.0795
C 0.7288 -1.6380 -0.8335
O 1.0761 -0.8352 0.2813
C 0.0270 -0.0790 0.8229
F -0.9509 -0.8113 1.5354
C 0.6963 0.8944 1.8838
C 1.5898 1.9852 1.2287
C 1.3075 2.5728 -0.0945
C 2.1483 3.6390 -0.6761
C 3.3230 4.1899 0.0188
C 4.2104 5.3400 -0.5306
C 3.6329 3.5658 1.3305
C 2.7986 2.5090 1.9046
N -0.0935 -2.8110 -0.3643
C -0.0155 -3.9270 -1.3009
O 0.9791 -4.4759 -1.6310
F -1.1948 -4.4462 -1.8192
C 0.4921 -3.3719 0.8662
O 1.6346 -3.5779 1.0472
F -0.4487 -3.6930 1.8270
N 0.8625 -1.0187 -3.3427
C 2.2564 -0.5316 -3.3238
C 2.5672 0.6430 -4.3636
C 2.7031 0.1429 -5.8587
C 1.5929 1.8838 -4.1726
P 0.4759 -2.3908 -4.2929
O 0.1634 -1.7455 -5.8481
Br 2.2489 -3.7559 -4.6613
H -1.8374 2.7495 -7.5583
H -1.7242 3.7032 -5.9515
H -0.4556 2.4599 -6.4180
H -3.3799 1.4520 -6.1168
H -1.8144 0.6069 -5.8588
H -2.2544 -0.6437 -4.1988
H -3.2261 -0.0264 -2.8195
H -1.6881 -2.1646 -2.5404
H -1.8715 -1.0114 -1.1753
H 0.2000 0.2346 -1.8305
H 1.7022 -2.0984 -1.1908
H -0.5180 0.5890 0.1091
H 1.3392 0.2218 2.5275
H -0.0926 1.3575 2.5229
H 0.4347 2.2300 -0.7080
H 1.9085 4.0787 -1.6756
H 3.7178 5.9033 -1.3752
H 4.3224 6.1005 0.2998
H 5.2396 5.0299 -0.8400
H 4.5316 3.9803 1.8594
H 3.1301 2.1111 2.9007
H 2.4248 -0.0455 -2.3118
H 3.0638 -1.3011 -3.4258
H 3.5916 1.0151 -4.0577
H 3.6454 0.5920 -6.2755
H 1.8567 0.5015 -6.5091
H 2.7829 -0.9725 -5.9065
H 2.1872 2.7940 -3.8638
H 1.0769 2.1595 -5.1240
H 0.8916 1.6693 -3.3231
H 0.8345 -2.1172 -6.4577
O -0.7412 -4.3561 8.2986
S 0.5210 -4.5676 7.6329
O 1.6486 -5.1691 8.3013
C 0.2170 -5.4427 6.1057
C -0.0393 -4.3412 5.0840
C 1.0102 -3.2617 5.3635
C 1.0338 -3.0253 6.8768
H -0.6262 -6.1204 6.2284
H 1.1189 -6.0055 5.8595
H 0.0301 -4.7176 4.0637
H -1.0419 -3.9265 5.2244
H 1.9908 -3.6128 5.0302
H 0.7930 -2.3381 4.8243
H 2.0311 -2.7661 7.2293
H 0.3233 -2.2532 7.1724
O -2.2664 2.2075 1.9403
S -2.6467 2.3246 3.3288
O -1.8578 3.0691 4.2795
C -4.3378 2.8922 3.4068
C -5.1665 1.6133 3.3765
C -4.4525 0.6322 4.3116
C -2.9590 0.6824 3.9756
H -4.5440 3.5585 2.5707
H -4.4672 3.4229 4.3514
H -6.1951 1.7955 3.6897
H -5.1889 1.2059 2.3617
H -4.6071 0.9408 5.3494
H -4.8445 -0.3807 4.2099
H -2.3413 0.5197 4.8578
H -2.6983 -0.0397 3.2011
```

For the total energy, the calculation gives -6044.5100 Eh. Its spin multiplicity is 1. The HOMO energy is -8.78 eV. The LUMO energy comes out at -0.08 eV.

Atom charges from the Mulliken analysis, given in e for atoms 1 to 2: -0.930, -0.040